1.
42
Properties=species:S:1:pos:R:3:nbo_charge:R:1 method="wB97M-V/def2-TZVPD" gap_ev="8.660 / 8.651" charge=+1 homo_energy_ev="-12.27 / -12.37" e_lumo_ev="-3.6 / -3.7" multiplicity=5 largest_force_ev_per_a=0.26 energy_ev=-76334.5835 e_above_lowest_kj_mol=2.2
Fe 0.092 -1.496 1.029 1.5289
O 1.850 0.097 4.662 -0.6237
C 1.302 -0.551 3.659 0.7981
O 0.634 -0.020 2.784 -0.6542
C 1.531 -2.027 3.658 0.0573
C 2.171 -2.782 4.614 -0.1754
C 2.217 -4.166 4.413 -0.1402
C 1.624 -4.729 3.296 -0.1670
C 0.997 -3.884 2.386 0.1259
N 0.979 -2.579 2.580 -0.5303
C 0.257 -4.320 1.122 0.7422
O 0.263 -5.480 0.802 -0.5570
O -0.297 -3.317 0.497 -0.8449
H 1.635 1.041 4.594 0.5188
H 2.613 -2.319 5.485 0.2531
H 2.711 -4.795 5.140 0.2444
H 1.623 -5.793 3.108 0.2670
N 0.133 -0.206 -0.466 -1.2801
S -0.395 1.313 -0.509 1.1280
C -2.005 1.339 -1.258 -0.2942
C -2.196 0.911 -2.567 -0.1463
C -3.480 0.893 -3.080 -0.2080
C -4.550 1.307 -2.292 -0.1636
C -4.345 1.737 -0.991 -0.1968
C -3.061 1.752 -0.461 -0.1934
C 0.576 2.136 -1.762 -0.1751
C 1.806 1.609 -2.121 -0.2430
C 2.578 2.291 -3.053 -0.1901
C 2.125 3.483 -3.595 -0.1781
C 0.896 4.007 -3.211 -0.1875
C 0.111 3.336 -2.289 -0.2365
H 0.109 -0.650 -1.382 0.3937
H -1.355 0.609 -3.181 0.2218
H -3.649 0.562 -4.095 0.2346
H -5.551 1.295 -2.701 0.2339
H -5.181 2.061 -0.386 0.2344
H -2.884 2.081 0.555 0.2319
H 2.156 0.686 -1.680 0.2390
H 3.536 1.887 -3.351 0.2322
H 2.731 4.010 -4.320 0.2326
H 0.546 4.938 -3.635 0.2334
H -0.852 3.735 -1.997 0.2338


2.
40
Properties=species:S:1:pos:R:3:nbo_charge:R:1 method="wB97M-V/def2-TZVPD" gap_ev="7.670 / 6.382" charge=+1 homo_energy_ev="-11.86 / -12.22" e_lumo_ev="-4.2 / -5.8" multiplicity=2 largest_force_ev_per_a=0.11 energy_ev=-40689.4617 e_above_lowest_kj_mol=0.0
Ir -0.502 -0.656 0.531 1.1338
S -1.868 -4.128 -1.749 0.5426
C -3.127 -3.714 -0.641 -0.3523
C -2.838 -2.625 0.112 -0.2706
C -1.542 -2.103 -0.191 -0.1187
C -0.912 -2.841 -1.196 -0.2686
C 0.405 -2.410 -1.611 0.1789
C 1.224 -2.988 -2.566 -0.2068
C 2.483 -2.453 -2.783 -0.1140
C 2.900 -1.363 -2.034 -0.2419
C 2.035 -0.826 -1.099 0.0824
N 0.811 -1.324 -0.905 -0.4262
H -4.021 -4.316 -0.620 0.2615
H -3.501 -2.216 0.860 0.2543
H 0.878 -3.850 -3.120 0.2445
H 3.137 -2.889 -3.526 0.2454
H 3.881 -0.930 -2.162 0.2502
H 2.311 0.020 -0.484 0.2331
C -0.619 0.356 4.370 -0.7264
C -0.544 -0.024 2.939 0.8060
O 0.567 -0.243 2.348 -0.6770
O -1.593 -0.130 2.221 -0.6502
H 0.356 0.268 4.840 0.2557
H -1.350 -0.273 4.875 0.2620
H -0.970 1.387 4.440 0.2590
C -1.498 0.617 -0.725 -0.4479
C -0.596 1.762 -0.433 -0.1133
C -0.780 2.541 0.715 -0.1962
C 0.100 3.562 1.026 -0.1087
C 1.181 3.817 0.188 -0.1426
C 1.374 3.058 -0.969 -0.1658
C 0.494 2.040 -1.270 -0.1825
C 2.106 4.869 0.508 0.2452
N 2.853 5.702 0.770 -0.2403
H -1.481 0.314 -1.769 0.2227
H -2.514 0.736 -0.358 0.2321
H -1.629 2.342 1.357 0.2365
H -0.049 4.169 1.907 0.2362
H 2.205 3.284 -1.623 0.2430
H 0.631 1.459 -2.174 0.2251


3.
40
Properties=species:S:1:pos:R:3:nbo_charge:R:1 method="wB97M-V/def2-TZVPD" gap_ev="7.240 / 6.290" charge=0 homo_energy_ev="-7.11 / -7.35" e_lumo_ev="0.1 / -1.1" multiplicity=3 largest_force_ev_per_a=0.54 energy_ev=-68257.9771
Pd 0.118 -0.987 -1.400 0.6501
S -0.456 -3.129 -2.129 -0.2402
C -1.992 -3.103 -1.231 -0.1958
C -2.445 -4.287 -0.639 -0.2128
C -3.619 -4.335 0.094 -0.1916
C -4.398 -3.196 0.255 -0.2313
C -3.989 -2.016 -0.341 -0.2427
C -2.797 -1.963 -1.056 -0.1291
S -2.330 -0.436 -1.858 0.3235
C -2.263 0.804 -0.514 -0.5821
C -1.042 1.699 -0.608 0.2563
C -1.004 2.920 0.051 -0.2449
C 0.176 3.643 0.039 -0.1355
C 1.282 3.150 -0.642 -0.2419
C 1.159 1.941 -1.301 0.2202
C 2.287 1.281 -2.040 -0.5537
S 2.666 -0.381 -1.366 0.3232
C 2.872 0.072 0.339 -0.2685
C 4.088 0.664 0.687 -0.1894
C 4.324 1.096 1.976 -0.2484
C 3.327 0.917 2.933 -0.2031
C 2.130 0.317 2.597 -0.1772
C 1.864 -0.132 1.291 -0.1728
S 0.338 -0.947 1.008 -0.2072
N 0.018 1.254 -1.274 -0.5031
H -1.834 -5.174 -0.752 0.2253
H -3.926 -5.269 0.549 0.2152
H -5.316 -3.230 0.826 0.2154
H -4.601 -1.126 -0.256 0.2123
H -2.226 0.256 0.428 0.2762
H -3.168 1.408 -0.541 0.2320
H -1.872 3.278 0.589 0.2259
H 0.241 4.584 0.569 0.2248
H 2.222 3.687 -0.653 0.2283
H 3.189 1.889 -2.015 0.2308
H 2.004 1.097 -3.077 0.2502
H 4.852 0.781 -0.074 0.2162
H 5.268 1.555 2.236 0.2164
H 3.491 1.244 3.952 0.2144
H 1.361 0.176 3.347 0.2148


4.
40
Properties=species:S:1:pos:R:3:nbo_charge:R:1 method="wB97M-V/def2-TZVPD" gap_ev=7.608 charge=0 homo_energy_ev=-7.43 e_lumo_ev=0.2 largest_force_ev_per_a=0.37 energy_ev=-120373.3307 e_above_lowest_kj_mol=19.2
Au -0.188 -1.475 -3.049 0.4934
S 2.101 -1.163 -2.945 -0.3046
C 2.525 -1.275 -1.225 -0.1527
C 3.903 -1.411 -0.991 -0.2372
C 4.425 -1.448 0.288 -0.1906
C 3.575 -1.366 1.383 -0.2577
C 2.214 -1.241 1.171 -0.1404
C 1.666 -1.186 -0.117 -0.4083
As -0.267 -1.006 -0.319 0.8391
C -0.433 0.912 -0.634 -0.2275
C -1.715 1.418 -0.846 -0.2764
C -1.910 2.767 -1.110 -0.2278
C -0.815 3.619 -1.195 -0.2121
C 0.465 3.118 -1.000 -0.1913
C 0.656 1.770 -0.712 -0.2458
C -0.842 -1.087 1.550 -0.3378
C -1.220 0.030 2.290 -0.2274
C -1.675 -0.119 3.597 -0.2054
C -1.753 -1.379 4.172 -0.2132
C -1.380 -2.498 3.437 -0.2145
C -0.938 -2.352 2.130 -0.1675
H 4.558 -1.486 -1.853 0.2204
H 5.496 -1.544 0.428 0.2132
H 3.966 -1.397 2.393 0.2127
H 1.561 -1.178 2.029 0.2077
H -2.567 0.749 -0.793 0.2132
H -2.912 3.158 -1.244 0.2108
H -0.962 4.671 -1.413 0.2153
H 1.322 3.777 -1.076 0.2164
H 1.657 1.387 -0.558 0.2322
H -1.148 1.018 1.857 0.2233
H -1.966 0.756 4.166 0.2146
H -2.104 -1.491 5.191 0.2146
H -1.441 -3.484 3.881 0.2134
H -0.656 -3.226 1.557 0.2085
Cl -2.741 -0.884 -3.528 -0.0172
C -2.753 0.821 -4.108 -0.3860
Cl -1.168 1.479 -4.454 0.0324
H -3.203 1.416 -3.328 0.2301
H -3.332 0.834 -5.019 0.2303


5.
43
Properties=species:S:1:pos:R:3:nbo_charge:R:1 method="wB97M-V/def2-TZVPD" gap_ev=6.470 charge=+2 homo_energy_ev=-15.60 e_lumo_ev=-9.1 largest_force_ev_per_a=1.40 energy_ev=-36606.7123 e_above_lowest_kj_mol=38.9
Re 0.258 -0.470 0.602 1.4300
C -1.539 -0.939 3.048 -0.2886
N -1.558 -0.712 1.600 -0.5464
C -2.632 -0.548 0.871 0.2112
C -2.395 -0.404 -0.508 0.0309
C -3.146 -0.476 -1.655 -0.0897
C -2.233 -0.612 -2.739 -0.2489
C -0.972 -0.661 -2.220 0.0439
N -1.028 -0.489 -0.845 -0.4996
C -0.323 -1.804 3.246 0.1950
C -0.382 -3.071 3.775 -0.2637
C 0.772 -3.859 3.822 -0.0381
C 1.994 -3.407 3.323 -0.2346
C 2.072 -2.145 2.784 -0.0568
C 0.914 -1.332 2.724 -0.4643
H -2.454 -1.423 3.384 0.2428
H -1.432 0.008 3.584 0.2491
H -3.625 -0.549 1.310 0.2497
H -4.223 -0.469 -1.718 0.2661
H -2.491 -0.667 -3.783 0.2719
H -0.025 -0.741 -2.730 0.2457
H -1.317 -3.461 4.154 0.2523
H 0.713 -4.849 4.259 0.2535
H 2.874 -4.032 3.389 0.2596
H 3.018 -1.746 2.440 0.2498
H 1.129 -0.252 2.709 0.2896
F 1.531 0.866 0.601 -0.4737
B 1.681 3.469 1.012 1.4726
F 2.779 3.371 1.722 -0.4802
F 1.719 3.733 -0.272 -0.4815
F 0.510 3.201 1.583 -0.5122
C 1.067 -1.923 0.020 0.1961
C 1.677 -3.086 -0.445 -0.2280
C 2.956 -2.989 -1.040 -0.1062
C 3.566 -4.130 -1.511 -0.2142
C 2.917 -5.358 -1.394 -0.0773
C 1.656 -5.463 -0.807 -0.2180
C 1.029 -4.334 -0.331 -0.1136
H 3.439 -2.024 -1.122 0.2387
H 4.543 -4.073 -1.970 0.2557
H 3.402 -6.251 -1.768 0.2505
H 1.172 -6.427 -0.733 0.2518
H 0.048 -4.387 0.123 0.2291


6.
44
Properties=species:S:1:pos:R:3:nbo_charge:R:1 method="wB97M-V/def2-TZVPD" gap_ev=8.590 charge=0 homo_energy_ev=-8.19 e_lumo_ev=0.4 smiles="N#CCOC(=O)[C@H](Cc1c[nH]c2ccccc12)NS(=O)(=O)c1ccc(Cl)cc1" largest_force_ev_per_a=0.80 energy_ev=-55980.6450 e_above_lowest_kj_mol=12.3
N -1.639 2.908 -4.172 -0.2774
C -0.704 2.323 -3.879 0.2444
C 0.486 1.596 -3.481 -0.1888
O 0.732 1.731 -2.081 -0.4926
C 0.079 0.880 -1.281 0.8099
O -0.692 0.049 -1.675 -0.5774
C 0.491 1.063 0.167 -0.1429
C 1.886 0.409 0.361 -0.4282
C 1.859 -1.020 -0.064 -0.1441
C 1.412 -2.083 0.669 -0.0215
N 1.455 -3.222 -0.087 -0.5156
C 1.924 -2.917 -1.331 0.1153
C 2.137 -3.723 -2.442 -0.2202
C 2.624 -3.123 -3.583 -0.2182
C 2.907 -1.755 -3.620 -0.2405
C 2.705 -0.952 -2.521 -0.2256
C 2.196 -1.527 -1.356 -0.0278
N -0.528 0.470 0.999 -0.8696
S -0.364 0.565 2.662 2.3189
O 0.576 1.602 2.963 -0.9386
O -0.150 -0.750 3.200 -0.9450
C -2.008 1.107 3.098 -0.3454
C -2.984 0.171 3.382 -0.1233
C -4.268 0.592 3.681 -0.2434
C -4.549 1.952 3.687 -0.0265
Cl -6.144 2.483 4.059 0.0268
C -3.567 2.893 3.405 -0.2156
C -2.286 2.460 3.107 -0.1734
H 1.359 2.013 -3.992 0.2396
H 0.359 0.535 -3.736 0.2602
H 0.554 2.125 0.418 0.2450
H 2.133 0.495 1.420 0.2470
H 2.618 0.969 -0.223 0.2268
H 1.068 -2.099 1.686 0.2386
H 1.184 -4.138 0.228 0.4148
H 1.926 -4.782 -2.411 0.2124
H 2.797 -3.720 -4.466 0.2138
H 3.298 -1.328 -4.533 0.2104
H 2.944 0.102 -2.553 0.2059
H -0.764 -0.463 0.689 0.4259
H -2.721 -0.874 3.380 0.2347
H -5.044 -0.120 3.909 0.2343
H -3.806 3.944 3.420 0.2341
H -1.492 3.157 2.895 0.2429